[1]
Computed, not measured: a molecular structure, C27H28BaN4 in a non-equilibrium geometry, with ωB97M-V with the def2-TZVPD basis set.

```
60
Properties=species:S:1:pos:R:3:lowdin_charge:R:1
Ba 0.001 -0.670 -1.007 1.979
C 2.979 -0.443 0.283 -0.091
N 2.401 0.149 -0.941 -0.440
C 3.058 -0.415 -2.130 -0.106
C 2.453 1.623 -0.916 -0.211
C 3.724 2.176 -0.910 -0.059
C 3.952 3.541 -0.893 -0.102
C 2.834 4.357 -0.884 -0.097
C 1.550 3.825 -0.882 -0.029
C 1.260 2.436 -0.890 -0.220
N 0.001 1.819 -0.880 -0.177
C -1.259 2.435 -0.882 -0.220
C -1.549 3.824 -0.833 -0.029
C -2.833 4.356 -0.834 -0.097
C -3.951 3.540 -0.878 -0.102
C -3.722 2.176 -0.916 -0.059
C -2.451 1.623 -0.919 -0.210
N -2.399 0.148 -0.949 -0.440
C -3.053 -0.413 -2.141 -0.106
C -2.980 -0.446 0.273 -0.091
H 4.065 -0.312 0.311 0.089
H 2.750 -1.514 0.334 0.085
H 2.554 0.045 1.157 0.084
H 4.137 -0.247 -2.111 0.085
H 2.662 0.060 -3.029 0.096
H 2.883 -1.495 -2.183 0.085
H 4.573 1.501 -0.916 0.104
H 4.958 3.941 -0.890 0.097
H 2.942 5.437 -0.877 0.102
H 0.762 4.548 -0.877 0.059
H -0.762 4.545 -0.781 0.060
H -2.941 5.434 -0.795 0.102
H -4.957 3.940 -0.876 0.097
H -4.572 1.501 -0.935 0.104
H -4.132 -0.245 -2.124 0.084
H -2.878 -1.494 -2.194 0.085
H -2.655 0.062 -3.038 0.096
H -4.066 -0.315 0.298 0.089
H -2.557 0.042 1.149 0.084
H -2.750 -1.516 0.323 0.085
C -0.004 -0.025 3.774 -0.063
C -0.004 -1.295 4.339 -0.059
C -0.003 -2.410 3.527 -0.012
C -0.002 -2.273 2.134 -0.223
N -0.002 -1.030 1.599 -0.075
C -0.003 0.050 2.399 -0.163
C -0.001 -3.444 1.187 -0.250
C -0.001 -4.745 1.709 -0.064
C 0.000 -5.837 0.855 -0.107
C 0.001 -5.633 -0.523 -0.114
C 0.001 -4.331 -1.017 -0.186
C 0.000 -3.182 -0.200 -0.310
H -0.005 0.873 4.375 0.105
H -0.005 -1.416 5.416 0.109
H -0.003 -3.392 3.976 0.097
H -0.003 1.016 1.895 0.109
H -0.002 -4.939 2.777 0.089
H -0.001 -6.841 1.264 0.094
H 0.002 -6.486 -1.197 0.092
H 0.002 -4.218 -2.107 0.069
```

## Properties
- LUMO energy: 0.09 eV
- Energy relative to the best compared isomer or geometry (same formula, charge and spin): 0.0 kcal/mol
- Kohn-Sham gap: 0.247 Eh
- 2S+1: 1
- Max |F|: 2.51 eV Å⁻¹

[2]
Computed, not measured: a molecular structure, C27H28Br42F5O4PS in a non-equilibrium geometry, with ωB97M-V with the def2-TZVPD basis set.

```
108
Properties=species:S:1:pos:R:3:lowdin_charge:R:1
C 5.474 1.592 -2.101 -0.319
P 5.054 2.096 -3.812 0.853
O 3.633 1.272 -4.134 -0.350
C 4.553 3.912 -3.906 -0.453
C 3.054 4.156 -4.251 -0.150
C 2.088 3.856 -3.075 -0.173
C 0.829 4.742 -3.105 -0.415
F 0.884 5.723 -2.157 0.111
F 0.733 5.411 -4.299 0.072
C -0.499 4.006 -2.949 -0.095
C -1.617 4.492 -3.587 -0.004
C -2.798 3.836 -3.476 -0.054
C -2.936 2.692 -2.745 -0.013
C -1.837 2.212 -2.093 -0.108
C -1.858 0.958 -1.259 -0.585
F -2.880 0.144 -1.531 0.132
F -1.851 1.279 0.048 0.076
F -0.723 0.252 -1.460 0.103
C -0.649 2.878 -2.202 0.035
C 2.755 3.866 -1.691 -0.169
O 3.663 4.949 -1.475 -0.169
S 4.922 4.932 -2.463 0.589
O 5.036 6.286 -2.925 -0.311
O 6.136 4.577 -1.804 -0.264
H 5.221 2.307 -1.317 0.021
H 4.900 0.681 -1.895 -0.056
H 6.527 1.334 -1.993 0.028
H 3.746 0.884 -5.009 0.025
H 5.126 4.349 -4.740 0.042
H 2.787 3.506 -5.084 0.117
H 2.994 5.193 -4.582 0.120
H 1.748 2.830 -3.227 0.135
H -1.546 5.398 -4.171 0.130
H -3.665 4.225 -3.998 0.120
H -3.869 2.146 -2.672 0.113
H 0.226 2.482 -1.692 0.128
H 3.201 2.881 -1.530 0.064
H 1.989 3.962 -0.921 0.138
C 2.239 -1.149 0.703 -1.621
Br 1.478 -2.604 -0.287 0.552
Br 3.574 -1.734 1.953 0.577
Br 2.895 0.218 -0.482 0.684
H 1.441 -0.704 1.280 -0.114
C 3.267 -6.338 -1.238 -1.617
Br 1.464 -5.993 -1.835 0.547
Br 4.410 -4.795 -1.403 0.556
Br 3.225 -7.017 0.560 0.544
H 3.678 -7.106 -1.878 -0.030
C -5.805 0.469 0.576 -1.665
Br -6.297 -0.618 -0.934 0.549
Br -5.747 2.346 0.143 0.602
Br -6.944 0.111 2.092 0.567
H -4.803 0.178 0.856 -0.109
C 3.673 1.418 4.458 -1.609
Br 5.319 1.365 3.455 0.541
Br 2.186 1.962 3.354 0.572
Br 3.314 -0.249 5.357 0.531
H 3.794 2.172 5.224 -0.028
C -6.713 -4.221 -3.417 -1.621
Br -7.228 -5.342 -4.894 0.588
Br -6.711 -2.355 -3.903 0.554
Br -7.791 -4.552 -1.854 0.595
H -5.695 -4.481 -3.159 -0.027
C 6.892 8.101 -5.214 -1.639
Br 6.195 6.585 -6.178 0.603
Br 8.332 7.595 -4.045 0.593
Br 7.398 9.526 -6.407 0.570
H 6.089 8.472 -4.591 -0.030
C -8.024 2.399 5.581 -1.640
Br -6.528 3.304 6.387 0.576
Br -8.736 1.030 6.739 0.563
Br -9.386 3.634 5.009 0.566
H -7.654 1.903 4.693 -0.071
C -2.495 -2.286 1.260 -1.560
Br -1.870 -4.098 1.444 0.528
Br -4.168 -2.017 2.171 0.633
Br -1.181 -0.999 1.817 0.687
H -2.679 -2.121 0.206 -0.024
C 7.903 -1.082 -4.068 -1.611
Br 6.034 -0.954 -4.516 0.610
Br 8.826 0.577 -4.387 0.582
Br 8.148 -1.702 -2.261 0.576
H 8.339 -1.823 -4.723 -0.031
C 1.479 -7.265 4.555 -1.592
Br 0.692 -5.671 3.802 0.533
Br 0.397 -8.831 4.247 0.567
Br 3.278 -7.509 3.915 0.548
H 1.530 -7.118 5.625 -0.027
C -12.553 1.415 8.388 -1.657
Br -13.051 0.359 6.855 0.556
Br -12.478 3.292 7.971 0.557
Br -13.699 1.064 9.896 0.570
H -11.554 1.113 8.671 -0.050
C -6.295 -7.047 0.409 -1.579
Br -5.728 -8.878 0.613 0.611
Br -7.961 -6.708 1.313 0.588
Br -4.918 -5.820 0.965 0.646
H -6.466 -6.879 -0.646 -0.073
C -3.301 -7.664 2.817 -1.666
Br -1.739 -7.303 1.753 0.488
Br -3.623 -9.556 2.980 0.537
Br -3.206 -6.801 4.537 0.583
H -4.147 -7.239 2.294 -0.222
C 7.913 -1.196 6.071 -1.632
Br 6.691 0.130 6.742 0.544
Br 8.831 -2.110 7.496 0.577
Br 7.033 -2.429 4.879 0.559
H 8.663 -0.675 5.493 -0.028
```

## Properties
- LUMO energy: -0.40 eV
- Kohn-Sham gap: 0.303 Eh
- 2S+1: 1
- Max |F|: 3.87 eV Å⁻¹

Which of these has the lowest Kohn-Sham gap?
C27H28BaN4